Computed, not measured: a 22-piece molecular cluster, C35H114O35 overall in a non-equilibrium geometry, with ωB97M-V/def2-TZVPD.

The spin multiplicity is 1. Its HOMO energy is -0.3336 Ha. For the gap between HOMO and LUMO, the calculation gives 0.3285 hartree.

Geometry as XYZ:
```
184
C35H114O35 (ωB97M-V/def2-TZVPD)
C -0.279 1.169 4.289
C -0.116 1.694 5.747
O 0.779 0.984 6.485
O 0.783 1.482 3.501
H -1.248 1.358 3.825
H -0.224 0.104 4.513
H -1.047 1.654 6.312
H 0.208 2.706 5.507
H 1.631 1.042 6.047
H 0.863 2.430 3.377
C 4.544 5.276 -2.006
C 4.381 6.104 -3.370
O 5.354 5.601 -4.368
O 3.868 3.973 -2.092
H 4.019 5.711 -1.155
H 5.599 5.202 -1.744
H 4.681 7.116 -3.098
H 3.377 5.977 -3.776
H 6.190 5.939 -4.039
H 4.433 3.257 -1.792
C 6.438 -1.066 2.465
C 7.850 -1.705 2.687
O 8.742 -1.439 1.707
O 5.455 -1.547 3.414
H 6.053 -1.184 1.452
H 6.536 0.019 2.507
H 7.680 -2.781 2.734
H 8.232 -1.462 3.678
H 8.355 -1.444 0.828
H 4.649 -1.772 2.944
C 4.970 1.482 0.051
C 3.432 1.554 -0.248
O 2.790 2.503 0.580
O 5.704 2.435 -0.743
H 5.433 0.524 -0.186
H 5.198 1.696 1.095
H 2.993 0.559 -0.177
H 3.288 1.766 -1.307
H 2.691 3.306 0.064
H 6.579 2.528 -0.359
C -0.941 4.741 -1.906
C 0.562 4.826 -2.026
O 1.116 3.673 -2.583
O -1.427 3.689 -1.035
H -1.428 4.463 -2.841
H -1.398 5.691 -1.629
H 0.971 4.965 -1.025
H 1.012 5.614 -2.628
H 2.030 3.527 -2.325
H -1.314 2.825 -1.436
C -1.295 4.453 2.243
C -1.680 4.440 3.783
O -0.580 4.886 4.508
O -0.861 3.232 1.615
H -0.458 5.124 2.048
H -2.068 4.753 1.535
H -1.937 3.444 4.143
H -2.602 4.994 3.964
H -0.987 4.989 5.372
H -0.898 3.554 0.711
C -6.089 0.353 0.231
C -7.114 1.416 0.567
O -7.706 1.257 1.872
O -6.813 -0.835 0.000
H -5.277 0.297 0.956
H -5.537 0.674 -0.653
H -7.937 1.262 -0.131
H -6.819 2.465 0.576
H -7.991 0.342 1.817
H -6.357 -1.596 0.367
C -0.041 -0.220 0.384
C -0.056 0.428 -0.981
O -1.331 0.675 -1.401
O -0.778 -1.399 0.327
H -0.474 0.450 1.127
H 0.933 -0.506 0.780
H 0.610 -0.023 -1.716
H 0.470 1.381 -0.918
H -1.857 -0.028 -1.011
H -0.182 -2.029 -0.085
C -3.959 -3.119 1.216
C -3.514 -3.624 2.637
O -3.622 -5.063 2.695
O -5.216 -3.747 0.866
H -3.150 -3.148 0.486
H -4.072 -2.051 1.402
H -4.057 -3.160 3.461
H -2.446 -3.473 2.800
H -3.920 -5.111 3.607
H -5.148 -4.704 0.910
C 1.487 -7.574 2.788
C 2.928 -8.154 2.419
O 3.845 -7.158 2.822
O 1.330 -6.411 1.946
H 1.396 -7.388 3.859
H 0.744 -8.341 2.568
H 3.017 -8.325 1.346
H 3.023 -9.148 2.856
H 3.565 -6.412 2.287
H 0.480 -5.965 1.976
C -4.888 2.534 3.766
C -4.784 1.251 4.554
O -3.590 1.189 5.326
O -5.265 3.694 4.472
H -5.555 2.347 2.925
H -3.988 2.760 3.193
H -4.753 0.560 3.711
H -5.633 0.986 5.184
H -3.648 0.435 5.917
H -5.384 4.399 3.831
C -1.206 -5.890 0.269
C -0.161 -5.396 -0.752
O 0.041 -4.042 -0.934
O -1.042 -5.354 1.589
H -1.239 -6.976 0.184
H -2.176 -5.566 -0.110
H -0.206 -5.772 -1.774
H 0.842 -5.693 -0.446
H 0.572 -3.899 -1.721
H -1.881 -5.075 1.964
C 1.721 -2.183 -3.449
C 2.886 -2.591 -2.599
O 3.343 -1.579 -1.743
O 1.009 -3.342 -3.889
H 2.235 -1.800 -4.331
H 1.075 -1.361 -3.141
H 3.673 -3.018 -3.220
H 2.599 -3.478 -2.034
H 3.832 -0.940 -2.266
H 1.123 -3.333 -4.842
C -5.878 -0.857 -3.918
O -7.263 -0.528 -4.053
H -5.643 -0.977 -2.860
H -5.528 -1.814 -4.305
H -5.246 -0.104 -4.390
H -7.499 0.206 -3.482
C 3.150 4.550 4.075
O 3.809 3.621 3.258
H 2.184 4.218 4.456
H 3.849 4.579 4.912
H 3.017 5.557 3.681
H 3.220 3.155 2.661
C -4.583 2.521 -5.979
O -5.649 2.658 -5.115
H -4.798 1.843 -6.805
H -4.306 3.512 -6.339
H -3.999 2.026 -5.203
H -6.416 2.940 -5.619
C 0.186 -4.059 4.419
O -0.743 -4.949 5.143
H 1.103 -3.733 4.908
H 0.515 -4.354 3.423
H -0.343 -3.116 4.280
H -0.426 -5.310 5.974
C 3.219 1.177 -4.547
O 4.051 0.144 -4.042
H 3.663 1.818 -5.309
H 2.391 0.541 -4.859
H 2.854 1.824 -3.750
H 4.655 -0.231 -4.688
C -2.748 -3.127 -2.809
O -1.927 -2.921 -3.977
H -2.585 -4.095 -2.334
H -2.655 -2.236 -2.189
H -3.792 -3.262 -3.092
H -1.037 -3.183 -3.732
C 0.432 3.454 -6.929
O -0.133 3.617 -5.698
H -0.220 3.075 -7.716
H 0.879 4.383 -7.283
H 1.266 2.752 -6.938
H 0.144 2.930 -5.088
C 2.502 -3.266 1.462
O 3.449 -2.264 1.126
H 2.353 -3.304 2.541
H 1.530 -3.044 1.020
H 2.801 -4.285 1.214
H 3.325 -1.918 0.239
C -0.997 0.633 -5.066
O -0.503 1.194 -3.901
H -1.029 -0.445 -4.906
H -1.952 1.095 -5.317
H -0.348 0.849 -5.914
H -0.902 0.719 -3.169
```